This record from OMol25 describes an isolated molecule of C5H7Cl. The level of theory is wB97M-V/def2-TZVPD.

Positions of all 13 atoms, in Å:
C -1.28 -0.27 0.81
C -0.21 0.25 0.25
C -0.43 1.61 -0.39
C 0.97 -0.55 0.05
C 1.12 -1.78 -0.36
Cl 2.67 0.34 0.58
H -2.18 0.23 0.97
H -1.26 -1.25 1.30
H -1.12 2.37 0.08
H -1.07 1.53 -1.42
H 0.53 2.20 -0.66
H 1.98 -2.49 -0.17
H 0.27 -2.18 -1.03

Output
spin multiplicity = 1
LUMO energy = 0.14 eV
Kohn-Sham gap = 9.7 eV
electronic energy = -654.81732 hartree
relative energy (zero: lowest compared OMol25 entry of this formula, charge and spin) = 45.9 kcal/mol
SMILES = C=C(C)C(=C)Cl

Atom charges from the Löwdin analysis, given in e for atoms 1 to 8:
1 C 0.07
2 C -0.43
3 C -0.10
4 C -0.53
5 C -0.03
6 Cl 0.41
7 H 0.05
8 H 0.09